Entry 1:
90
Properties=species:S:1:pos:R:3:forces:R:3:mulliken_charge:R:1 method="wB97M-V/def2-TZVPD" total_charge=-2 lumo_ev="3.759 / 3.789" energy_ev=-255771.9077 homo_lumo_gap_ev="5.361 / 5.511" multiplicity=2
Ti -1.20160 -0.32182 0.39525 -0.7 0.2 1.0 -0.95
O -1.60243 0.97012 1.73394 0.2 -0.2 -0.2 -0.05
C -2.64193 1.38107 2.41479 0.0 0.0 0.0 -1.78
C -3.93218 0.83503 2.27146 0.1 0.0 0.0 2.46
C -5.00385 1.28882 3.05259 0.0 0.0 0.1 -0.77
C -6.26260 0.72458 2.91824 0.1 -0.1 -0.1 -0.43
C -6.50508 -0.30145 2.00338 -0.1 0.0 0.1 -0.57
C -5.46619 -0.75391 1.21882 0.1 0.0 0.0 -0.55
C -4.16832 -0.21376 1.31128 -0.1 0.0 0.1 -0.62
O -3.23401 -0.67137 0.54537 0.3 0.1 -0.2 0.50
N -7.34489 1.20522 3.74005 -0.1 0.1 0.0 1.00
O -7.13137 2.13029 4.51324 0.0 0.0 0.0 -0.66
O -8.44756 0.68177 3.62834 0.0 0.0 0.0 -0.68
H -2.46713 2.19198 3.12013 0.0 0.0 0.0 0.17
H -4.84929 2.07817 3.77520 0.0 0.0 0.0 0.52
H -7.49680 -0.71973 1.92126 0.0 0.0 0.0 0.49
H -5.61923 -1.54013 0.49030 0.0 0.0 0.0 0.52
Br -1.13365 -1.17990 4.40892 0.0 0.0 0.0 -0.13
C -1.71456 -2.54399 3.23194 0.1 0.0 -0.1 -0.27
C -2.25119 -3.69491 3.79370 0.0 0.0 0.0 -0.68
C -2.68801 -4.68587 2.93405 0.0 0.0 0.1 -0.61
C -2.57923 -4.49067 1.56885 0.0 0.0 -0.1 -0.55
C -2.03251 -3.30480 1.11343 0.1 0.0 0.1 0.73
N -1.59540 -2.34604 1.93658 -0.1 0.0 -0.1 0.94
C -1.92359 -3.04693 -0.38412 0.0 -0.1 -0.1 -0.06
O -2.33141 -3.90091 -1.14671 0.0 0.1 0.0 -0.77
O -1.37711 -1.92401 -0.71102 0.3 0.2 0.1 -0.28
H -2.32173 -3.78894 4.86687 0.0 0.0 0.0 0.47
H -3.11626 -5.59819 3.33077 0.0 0.0 0.0 0.43
H -2.90719 -5.21620 0.83928 0.0 0.0 0.0 0.57
Cl 5.20961 -0.43739 2.76454 0.0 0.0 0.0 -0.24
C 3.98160 -1.67410 2.60551 0.0 0.0 0.0 0.52
C 3.76352 -2.44887 3.73602 0.0 0.0 0.0 -0.69
C 2.86612 -3.49619 3.71649 0.0 0.0 0.0 -0.63
C 2.19122 -3.76730 2.53377 0.0 0.0 0.0 -0.52
C 2.40200 -2.98841 1.42040 0.0 0.0 0.0 0.90
Cl 1.50460 -3.34654 -0.01580 0.0 0.0 0.0 -0.15
C 3.29030 -1.88500 1.39829 0.0 0.0 0.0 -0.44
N 3.40033 -1.14833 0.25725 0.0 0.1 -0.1 0.50
C 4.02534 0.11460 0.07448 -0.1 0.1 0.1 -0.53
C 5.12956 0.18772 -0.76408 0.0 0.0 0.0 -0.58
C 5.74384 1.40194 -1.01208 0.0 0.0 0.0 -0.55
C 5.25123 2.55234 -0.41546 0.0 0.0 0.0 -0.79
C 4.13165 2.48241 0.39782 0.0 0.0 0.0 -0.97
C 3.48856 1.27361 0.64039 0.0 -0.1 0.0 1.86
C 2.28927 1.23421 1.55266 0.0 0.0 0.1 -1.56
C 1.15747 0.31897 1.14174 0.1 -0.1 -0.3 0.79
O 0.70458 -0.54275 1.90804 -0.2 0.0 -0.2 -0.20
O 0.61115 0.51010 -0.01057 -0.1 0.2 -0.1 0.06
H 4.32537 -2.21249 4.62956 0.0 0.0 0.0 0.40
H 2.69554 -4.09406 4.60124 0.0 0.0 0.0 0.37
H 1.47601 -4.57644 2.46667 0.0 0.0 0.0 0.39
H 2.97074 -1.49272 -0.61344 0.0 -0.1 0.1 -0.39
H 5.47339 -0.72344 -1.23601 0.0 0.0 0.0 0.44
H 6.58273 1.45618 -1.69370 0.0 0.0 0.0 0.36
H 5.71119 3.51075 -0.62193 0.0 0.0 0.0 0.34
H 3.72424 3.38798 0.83419 0.0 0.0 0.0 0.35
H 1.85441 2.23615 1.60284 0.0 0.0 0.0 0.36
H 2.58813 0.94934 2.56456 0.0 0.0 0.0 0.42
C -3.83115 1.19484 -1.75066 0.0 0.1 0.0 -1.53
Si -2.01388 1.44298 -1.28613 0.0 0.0 0.0 1.96
C -1.89568 3.16612 -0.51475 0.0 0.0 0.0 -1.46
C -1.06272 1.48027 -2.91374 0.0 0.0 0.0 0.48
C -0.43509 2.63516 -3.38642 -0.1 0.0 -0.1 -0.20
C 0.22311 2.65047 -4.60850 0.0 0.0 0.0 -0.48
C 0.28105 1.49748 -5.37763 0.0 0.0 0.0 -0.26
C -0.32321 0.33545 -4.91945 0.0 0.0 0.0 -0.80
C -0.99156 0.33085 -3.70412 0.1 0.0 0.0 -0.47
H -4.11028 1.90840 -2.53189 0.0 0.0 0.0 0.48
H -4.48310 1.34971 -0.88856 0.0 0.0 0.0 0.29
H -4.00493 0.18411 -2.12341 0.0 0.0 0.0 0.33
H -2.16254 3.93668 -1.24391 0.0 0.0 0.0 0.46
H -0.88902 3.36832 -0.14331 0.0 0.0 0.0 0.26
H -2.58866 3.23650 0.32626 0.0 0.0 0.0 0.25
H -0.44713 3.53837 -2.78606 0.0 0.0 0.0 0.22
H 0.72953 3.54940 -4.94050 0.0 0.0 0.0 0.32
H 0.82980 1.49441 -6.31178 0.0 0.0 0.0 0.37
H -0.23798 -0.58115 -5.48888 0.0 0.0 0.0 0.34
H -1.41944 -0.59780 -3.34031 0.0 0.0 0.0 0.26
Se 2.51022 -1.40061 -3.06460 0.2 -0.2 0.0 -0.40
C 3.31383 0.24336 -3.49923 -0.1 0.1 0.0 0.11
C 4.38516 0.36635 -4.39731 0.0 0.1 0.0 -0.56
C 4.92079 1.61160 -4.67533 0.0 0.0 0.0 -0.48
N 4.49054 2.76049 -4.14679 0.0 0.0 0.0 -0.70
C 3.46802 2.64071 -3.29195 0.0 0.0 0.0 -0.54
C 2.86365 1.44888 -2.94297 0.0 0.0 0.0 0.56
H 4.79106 -0.51766 -4.87327 0.0 0.0 0.0 0.37
H 5.75155 1.69330 -5.37373 0.0 0.0 0.0 0.32
H 3.10636 3.56848 -2.85509 0.0 0.0 0.0 0.39
H 2.03430 1.43877 -2.24561 0.0 0.0 0.0 -0.08

=====

Entry 2:
34
Properties=species:S:1:pos:R:3:forces:R:3:nbo_charge:R:1 method="wB97M-V/def2-TZVPD" total_charge=0 lumo_ev=0.082 energy_ev=-73824.0340 homo_lumo_gap_ev=8.726
Zn 0.31385 0.21321 0.63038 0.1 1.0 1.5 1.72
O -1.29387 -2.25742 3.46088 -1.3 -3.0 0.6 -0.65
C -0.99031 -1.12512 2.95520 2.2 5.4 3.1 0.95
O -0.80392 -1.08029 1.74283 0.2 -0.5 -5.2 -0.93
O -0.76615 -0.15548 3.68516 -0.6 0.6 0.8 -0.76
H -1.35672 -2.68109 2.60172 -0.4 -1.8 0.0 0.48
O 3.96520 1.31635 0.58967 0.5 0.7 0.3 -0.66
C 2.69116 1.01759 0.75102 -2.1 -1.6 -1.8 0.95
O 2.29251 0.25642 1.62273 0.2 -0.7 2.1 -0.77
O 1.86952 1.31961 -0.19109 0.7 1.5 -0.2 -0.90
H 3.88356 1.86238 -0.19569 0.7 0.4 -0.5 0.49
C -2.04755 -0.63446 -2.86865 -0.4 0.3 -1.7 -0.63
C -1.16994 -0.67007 -1.65936 -0.9 -2.0 0.3 -0.10
C 0.15298 -1.35560 -1.84762 1.4 0.9 0.4 -0.06
O 0.86181 -1.24296 -0.56957 -1.1 -1.4 -1.7 -0.63
C 1.99053 -2.09539 -0.48408 -1.2 -0.8 -0.5 -0.25
N -1.00376 0.60033 -1.00706 -1.2 1.4 -0.6 -0.89
H -2.41847 -1.60197 -3.20693 -0.2 -0.2 0.6 0.23
H -1.61018 -0.28475 -3.80381 0.7 0.5 0.1 0.21
H -2.87774 0.05124 -2.69926 -0.3 -0.3 0.1 0.22
H -1.72206 -1.32146 -0.98190 0.1 0.0 0.5 0.22
H 0.81375 -0.87497 -2.56906 -0.1 0.5 -0.3 0.19
H 0.03142 -2.35960 -2.25418 -0.1 -0.4 0.7 0.20
H 2.53034 -1.94051 -1.41828 1.1 0.2 0.6 0.18
H 1.59160 -3.10574 -0.57431 0.2 -0.4 0.2 0.17
H 2.40632 -1.97939 0.51680 0.6 0.3 -0.6 0.24
H -1.86979 0.90274 -0.58440 -0.6 -1.0 1.4 0.39
H -1.19976 1.27358 -1.73399 1.8 0.8 -0.8 0.38
C -0.67040 3.32607 1.47735 -0.2 -0.7 1.1 -0.25
O -0.63752 1.86858 1.61184 0.1 1.5 -0.9 -0.81
H 0.17307 3.78710 1.99128 0.3 -0.2 -0.3 0.19
H -0.72311 3.67772 0.44699 0.0 -0.5 0.0 0.19
H -1.55182 3.63104 2.04143 -0.2 0.3 -0.3 0.18
H -0.85454 1.66230 2.52396 0.1 -0.8 0.6 0.53

=====

Entry 3:
40
Properties=species:S:1:pos:R:3:forces:R:3:nbo_charge:R:1 method="wB97M-V/def2-TZVPD" smiles="CCOC(=O)NN1C(=O)c2ccccc2N[C@H]1c1ccccc1" total_charge=0 lumo_ev=0.732 energy_ev=-28518.4960 homo_lumo_gap_ev=9.003
C -2.32743 3.20657 4.25249 0.3 -0.2 -0.3 -0.62
C -1.41996 2.05765 3.85400 -0.1 -0.2 0.5 -0.07
H -1.86976 1.08872 4.09467 0.1 0.2 0.0 0.20
H -0.45077 2.12570 4.36195 -0.1 -0.1 -0.1 0.18
O -1.19614 2.12441 2.44317 -0.1 0.2 -0.3 -0.52
C -0.83858 0.97977 1.84582 0.0 0.0 0.0 0.89
O -0.70824 -0.08460 2.39394 0.0 -0.3 0.1 -0.65
N -0.54573 1.21650 0.52707 -0.2 0.1 -0.5 -0.46
N -0.42705 0.14339 -0.35436 0.1 0.5 0.6 -0.29
C -1.53927 -0.22833 -1.06863 -0.2 0.4 0.1 0.67
O -2.55742 0.43524 -1.01549 -0.2 -0.1 0.0 -0.61
C -1.33319 -1.38766 -1.95023 0.1 -0.3 -0.1 -0.26
C -2.40294 -1.90992 -2.66897 0.1 0.0 0.0 -0.12
C -2.20885 -2.95046 -3.55516 -0.2 0.0 0.0 -0.27
C -0.93169 -3.46336 -3.73930 0.1 0.1 0.1 -0.16
C 0.14102 -2.95727 -3.03219 0.0 -0.1 0.0 -0.30
C -0.04713 -1.92203 -2.11766 -0.4 0.0 -0.1 0.30
N 1.00173 -1.36302 -1.42886 0.3 0.1 0.0 -0.62
H 1.88307 -1.85296 -1.47252 -0.1 0.0 0.1 0.40
C 0.73193 -0.71976 -0.16341 0.2 -0.2 0.4 0.12
C 1.91342 0.12016 0.25994 0.1 -0.1 0.0 -0.06
C 2.41892 0.03462 1.54833 -0.1 -0.1 -0.1 -0.14
C 3.48571 0.83144 1.92716 0.1 0.0 0.1 -0.23
C 4.05180 1.71202 1.02134 0.0 0.0 0.1 -0.21
C 3.54921 1.79773 -0.26670 0.0 0.0 -0.1 -0.20
C 2.48156 1.00564 -0.64708 0.0 -0.1 0.0 -0.21
H 2.07886 1.06670 -1.64707 0.0 0.0 -0.1 0.23
H 3.98813 2.48569 -0.97401 0.0 0.1 -0.1 0.21
H 4.88334 2.33343 1.31921 0.1 0.0 0.0 0.21
H 3.87456 0.76483 2.93228 0.0 0.0 0.1 0.21
H 1.96462 -0.64353 2.25507 -0.1 -0.1 0.1 0.22
H 0.50107 -1.45969 0.63103 0.1 0.2 -0.3 0.19
H 1.13296 -3.36116 -3.17705 0.1 0.0 0.0 0.21
H -0.77224 -4.27133 -4.43820 0.0 -0.1 -0.1 0.21
H -3.04107 -3.35743 -4.10801 -0.1 0.0 0.0 0.22
H -3.37806 -1.47323 -2.51600 -0.1 0.1 0.0 0.24
H -0.94233 2.05036 0.11082 0.1 -0.2 0.0 0.42
H -2.50022 3.17907 5.32435 0.0 0.0 0.1 0.22
H -3.27987 3.12760 3.73565 -0.1 0.0 0.0 0.22
H -1.86651 4.15455 3.98909 0.0 0.1 0.0 0.21

=====

Entry 4:
16
Properties=species:S:1:pos:R:3:forces:R:3:nbo_charge:R:1 method="wB97M-V/def2-TZVPD" total_charge=0 lumo_ev=0.376 energy_ev=-26947.5812 homo_lumo_gap_ev=8.415
C 1.18475 -0.44679 -0.69993 0.4 0.6 -0.1 0.35
C -1.41606 0.53855 1.31517 1.7 -3.2 -0.1 0.58
C 2.52118 0.07299 -0.30890 1.1 1.3 0.7 -0.74
C -2.71205 0.72238 2.06532 -1.1 0.9 -1.2 -0.77
O 0.56289 0.08547 -1.58588 -0.4 -0.4 0.1 -0.55
O -0.38855 1.12359 1.14766 -2.0 0.1 0.6 -0.51
P 0.69506 -2.04442 0.07170 -0.4 -0.4 -0.1 0.19
P -1.38334 -1.71298 0.53857 -0.3 1.1 2.8 -0.03
H 3.16141 -0.72045 0.12341 0.0 0.2 -0.8 0.22
H 2.93983 0.60551 -1.24693 -0.3 -0.7 1.9 0.25
H 2.41497 0.74600 0.62754 -0.1 -0.5 -1.8 0.26
H -3.45210 -0.13087 1.97860 1.3 1.0 0.1 0.26
H -2.60753 1.07648 3.07133 0.7 -0.5 0.9 0.26
H -3.18240 1.64356 1.67897 -0.1 -0.4 -0.5 0.25
H 1.18117 -1.96999 1.40504 0.1 0.3 -0.3 0.00
H -1.73463 -1.03356 -0.54524 -0.4 0.6 -2.3 -0.01